Entry 1:
{"formula": "C4H7NO2", "method": "the ωB97M-V functional and the def2-TZVPD basis", "symbols": ["H", "H", "N", "C", "H", "H", "C", "H", "C", "C", "O", "H", "H", "O"], "coordinates": [[1.39381, -0.36878, 1.77974], [-0.97861, -1.27770, 2.15687], [0.09262, 0.81049, 0.68845], [-0.28581, 0.36107, -1.69965], [-1.08809, 0.66263, -2.36440], [1.31185, -0.79323, 0.12154], [-0.37125, -1.50992, 1.26209], [-0.45090, -0.66619, -1.36291], [-0.18336, 1.32951, -0.55572], [0.69080, -0.48105, 0.95803], [-0.34402, 2.52380, -0.70054], [0.64622, 0.37353, -2.27288], [0.12209, 1.52081, 1.40368], [-0.55535, -2.48498, 0.58571]], "nbo_charge": [0.23, 0.11, -0.63, -0.73, 0.25, 0.22, 0.43, 0.23, 0.68, -0.33, -0.60, 0.24, 0.41, -0.50], "homo_lumo_gap_ev": 10.4, "charge": 0, "e_lumo_ev": 0.687, "homo_ev": -9.76}

Entry 2:
{"formula": "C4H9NO2", "method": "the ωB97M-V functional and the def2-TZVPD basis", "symbols": ["H", "N", "C", "O", "O", "H", "C", "H", "C", "H", "H", "H", "H", "H", "C", "H"], "coordinates": [[2.69326, 0.79092, 0.70230], [1.74890, 0.44285, 0.85981], [1.09390, -0.68387, 0.93154], [-0.75938, 1.81360, -0.15579], [1.17503, -1.16462, 2.08406], [-2.22801, 1.04128, -1.18962], [-1.09853, -0.56611, -0.29121], [-0.66322, 0.70806, -1.98097], [-1.17810, 0.76919, -1.00743], [1.15929, 0.83426, 1.85568], [0.86868, -1.04775, -1.11652], [0.21347, -2.26612, 0.01331], [-1.55450, -0.47919, 0.70356], [-1.71575, -1.27108, -0.86470], [0.29018, -1.19428, -0.19711], [0.12504, 2.12318, -0.38305]], "nbo_charge": [0.43, -0.94, 0.66, -0.73, -0.61, 0.18, -0.41, 0.16, -0.07, 0.43, 0.22, 0.24, 0.22, 0.21, -0.50, 0.48], "homo_lumo_gap_ev": 9.8, "charge": 0, "e_lumo_ev": 0.732, "homo_ev": -9.02}

Entry 3:
{"formula": "C46H119BMnO23", "method": "the ωB97M-V functional and the def2-TZVPD basis", "symbols": ["H", "H", "O", "H", "H", "C", "O", "C", "H", "H", "H", "H", "O", "C", "O", "H", "C", "C", "C", "H", "C", "C", "H", "H", "C", "H", "C", "H", "C", "Mn", "H", "C", "H", "H", "H", "H", "H", "O", "H", "H", "H", "H", "C", "O", "H", "H", "H", "H", "C", "C", "C", "O", "H", "H", "H", "H", "H", "C", "H", "H", "H", "C", "H", "H", "H", "H", "H", "H", "H", "H", "H", "H", "H", "C", "H", "H", "C", "H", "C", "H", "H", "C", "H", "H", "H", "H", "H", "C", "O", "C", "H", "O", "H", "C", "H", "H", "H", "C", "H", "H", "O", "H", "C", "O", "H", "H", "O", "H", "O", "O", "C", "H", "O", "H", "C", "H", "H", "B", "H", "H", "H", "H", "H", "H", "O", "H", "H", "C", "H", "C", "C", "H", "H", "C", "H", "O", "O", "H", "H", "H", "C", "H", "H", "C", "H", "H", "C", "H", "H", "H", "H", "C", "H", "C", "C", "O", "H", "H", "H", "H", "C", "H", "C", "C", "O", "C", "H", "H", "O", "H", "H", "H", "H", "H", "H", "C", "H", "H", "H", "H", "H", "H", "C", "O", "H", "H", "O", "H", "H", "C"], "coordinates": [[1.30402, -6.90612, 1.27019], [0.47479, 5.95351, 5.29376], [0.73342, -5.78489, 2.95103], [-3.03361, -1.81697, -3.13915], [1.53550, 0.15455, 6.20061], [2.50933, -2.96640, 0.75304], [-1.22011, 4.90086, -0.36295], [-4.56540, 4.07098, -3.98506], [-1.68227, 0.79025, 0.75310], [-1.48231, 3.50366, 1.80749], [-8.08461, 0.14052, -2.72477], [6.30963, 2.46090, -3.67934], [2.28722, -3.53365, -2.94533], [-9.03055, -1.77856, -1.46600], [-2.74392, -6.93602, -2.29053], [-4.15189, 1.36568, -0.64983], [-1.06274, 4.93541, 4.15997], [-0.80202, 0.23624, 1.07920], [4.73819, 0.19517, -0.66457], [2.31567, 1.11804, -4.35513], [-0.01857, 4.98418, 5.22231], [1.25452, 1.30947, -4.19577], [0.79989, 0.33423, -4.02163], [2.17886, 0.06080, 2.52773], [-2.76276, -3.87958, 0.22299], [-2.63448, 2.60120, 2.57729], [2.11849, 4.15881, -2.00298], [-2.78013, 3.53610, -0.57030], [0.11187, 9.05844, -0.27606], [0.21098, 2.00057, 3.99018], [-2.80260, 5.69081, 0.58834], [-3.22417, 0.59315, -4.30079], [1.55665, -4.83342, 7.15395], [2.04504, -0.84885, 4.81122], [1.88144, 0.53083, -6.77969], [-1.08770, -0.81546, 1.09914], [-4.99846, 2.87674, -0.86926], [-8.02848, -0.93398, -0.92552], [3.31948, -2.43419, 1.25154], [-2.03321, 4.13621, -2.09824], [-0.80080, -3.18276, 3.29380], [3.00469, -3.45603, -7.68557], [0.27970, 0.41934, 0.06446], [-0.44938, 0.73315, 2.35723], [-2.66326, -4.09786, 1.28626], [-8.59398, 1.01498, -1.24644], [-3.61048, -8.74142, -2.94692], [-0.65539, 6.89571, 1.22142], [5.89174, -0.69524, 1.17039], [-4.95243, 1.98462, -0.24467], [3.54490, -6.17025, 5.89457], [5.64488, 0.67648, -2.88339], [-2.31352, -2.89514, 0.09199], [2.55402, 5.10929, 5.88493], [0.11217, -6.52666, 4.72950], [2.99398, -3.33438, -0.15129], [3.15223, 0.18014, 5.87287], [4.79503, 1.18855, -1.83995], [0.99649, 3.41665, 0.59253], [5.01003, -0.50150, 1.78125], [-5.46896, 4.41096, -3.47900], [-1.85319, 3.81102, -1.07358], [2.87220, -1.28475, -4.27876], [-1.99901, 7.94215, 0.92260], [-1.28797, -4.02302, -2.00085], [1.16836, -1.82292, -3.21667], [0.59267, -2.81337, 5.95119], [-2.64016, 6.29587, -0.98394], [-2.00365, -1.26796, -1.83121], [-0.99434, 1.04551, 6.82219], [0.48228, 1.47088, -0.13884], [-1.43997, -1.24449, -3.57817], [3.48173, 2.71640, 2.77517], [-3.32355, 2.09809, -4.55354], [-0.32732, 4.65907, 6.21582], [-0.12492, -4.39544, 5.62073], [1.89110, -4.44671, 6.19130], [-3.75093, 4.49237, -3.39584], [1.03884, 2.36267, -3.06363], [-1.23267, 2.92288, -1.19306], [3.16522, -6.72729, 6.75112], [-2.64268, -8.24018, -2.93156], [-2.87048, 4.41268, 2.52312], [5.72943, -1.72445, 0.85023], [3.82575, -4.22217, -6.41441], [5.06491, 2.18400, -1.48731], [2.81752, 3.30610, 5.49606], [-2.26044, -1.09501, -2.87632], [2.02080, -4.09997, 1.40883], [1.60145, -2.38940, -2.39227], [4.41283, -5.60100, 6.22736], [-2.08788, -4.97097, -0.31563], [2.58256, 3.58364, -1.20178], [2.12954, 4.11612, 5.73823], [-3.33947, 2.39093, -5.60335], [4.82099, 2.00990, -4.37978], [4.71435, -0.79859, -1.11177], [0.87215, 0.86703, -6.54218], [-1.31923, -5.96952, -3.46995], [-0.02123, 2.61388, -3.09895], [1.93828, 3.45705, -3.18104], [-0.08041, -1.65993, 4.03636], [-6.51009, 0.86991, -1.58627], [-0.54454, 7.85424, -0.57439], [6.83266, -0.54649, 1.70014], [1.20344, 4.59391, -1.60114], [-2.71209, 0.22325, -3.01656], [-6.47386, 1.65122, -2.34544], [-1.18266, 3.61228, 3.68780], [0.99801, 4.02807, 4.84944], [-2.17165, 3.58553, 2.64785], [3.83609, 0.29269, -0.06059], [5.96960, 0.24465, 0.05253], [0.55586, 4.49055, 1.90907], [3.52527, -3.23420, -3.59824], [-4.57453, 4.58665, -4.94532], [-2.02145, 5.28208, 4.54571], [-0.65216, 1.35136, 5.84566], [-10.04010, -1.38130, -1.36069], [-0.51340, 0.58971, 5.09406], [1.31985, -5.05979, -0.24903], [2.82455, 4.95692, -2.23231], [-0.80599, -6.66624, -1.95823], [2.24847, 4.39675, 1.26571], [2.83945, -2.40853, -5.94520], [-0.34644, -6.43342, 1.30598], [1.26575, 0.06126, 0.36041], [3.50486, -2.06877, -4.69487], [-0.04698, -0.04357, -0.86672], [-0.05565, -6.66185, 3.66101], [0.65562, -6.07112, 1.53560], [-4.21735, 0.14428, -4.28608], [0.53258, 9.52998, -1.16417], [-1.61121, -6.10150, -2.42811], [1.77276, 3.85347, 6.73413], [1.50058, 2.81439, 2.46322], [2.50446, -5.39060, 5.30565], [1.21663, 1.87461, -2.10536], [0.14450, 0.10229, -6.27054], [-9.10490, -2.74101, -0.95978], [2.70002, 2.07640, 2.36600], [-2.38979, 2.56536, -4.24074], [2.33649, -1.74954, -1.90400], [-2.01617, -4.79188, -1.74265], [0.30857, 1.82747, 5.96630], [3.89564, -6.96163, 5.23216], [1.34783, 3.84351, 1.53193], [0.04223, -7.71169, 3.38471], [2.65300, -3.71015, 6.44644], [-2.23070, -8.13982, -3.93570], [0.10835, -4.08122, 0.58288], [-1.32992, 7.23342, 0.43462], [-5.79957, 0.05950, -1.74909], [0.96191, -4.74284, 0.73053], [2.65551, 0.79772, 3.17416], [1.06483, -3.38513, 4.11490], [-8.83432, -1.92173, -2.52859], [-3.80346, -3.76352, -0.07962], [-4.79883, 2.35499, 0.76890], [-1.11295, -6.40756, 3.58639], [-7.91331, 0.26860, -1.65596], [-2.99274, -4.40843, -2.03826], [3.60217, -3.22854, -6.80276], [0.07959, -2.55630, 3.43717], [-4.46191, 2.66173, -3.93302], [5.74474, 1.58207, -3.99023], [0.91433, 8.83450, 0.42680], [-2.59451, 0.10968, -5.04770], [-6.15088, 1.32044, -0.35254], [-1.31887, 2.06980, 5.39446], [-1.94411, -8.84476, -2.35313], [3.77233, -4.15414, -4.12812], [3.69632, 0.50574, 3.31406], [0.43235, -2.32113, 2.43300], [0.78942, -2.66291, -1.71856], [2.20435, 0.08954, 5.34240], [0.46199, 1.37972, -7.41225], [-0.54967, 9.79062, 0.18693], [4.53675, -2.80852, -7.17456], [2.98806, 1.83740, 1.34227], [3.76585, 1.44260, -2.09361], [1.81748, -2.16254, 0.50156], [-2.04505, 6.06456, -0.10052], [2.00376, 1.11405, 4.39530], [6.32356, 1.10826, -4.78305], [-0.63000, 5.46741, 3.31273], [0.90411, 1.82484, -5.48274], [4.48358, -1.62772, -4.88380], [4.33378, -3.10094, -2.87946], [0.77227, -3.78860, 5.49868]], "lowdin_charge": [0.12, 0.13, -0.19, 0.09, 0.08, -0.12, -0.22, -0.11, 0.08, 0.08, 0.12, 0.08, -0.19, -0.11, -0.20, 0.09, -0.17, -0.40, -0.21, 0.10, -0.14, -0.17, 0.10, 0.12, -0.13, 0.10, -0.13, 0.07, -0.11, 0.82, 0.11, -0.16, 0.13, 0.10, 0.09, 0.08, 0.07, -0.16, 0.08, 0.07, 0.09, 0.09, -0.10, -0.33, 0.09, 0.13, 0.08, 0.12, -0.07, -0.12, -0.10, -0.17, 0.07, 0.09, 0.08, 0.08, 0.10, -0.19, 0.07, 0.05, 0.09, -0.06, 0.08, 0.13, 0.10, 0.06, 0.12, 0.13, 0.08, -0.01, 0.04, 0.08, 0.14, -0.19, 0.14, 0.12, -0.21, 0.06, -0.16, 0.07, 0.08, -0.07, 0.10, 0.08, 0.08, 0.12, 0.09, -0.12, -0.17, -0.10, 0.08, -0.19, 0.07, -0.05, 0.13, 0.08, 0.11, -0.09, 0.12, 0.11, -0.16, 0.07, -0.23, -0.18, 0.09, 0.08, -0.21, 0.12, -0.28, -0.26, -0.04, 0.10, -0.17, 0.08, -0.16, 0.09, 0.15, -0.39, 0.08, -0.03, 0.12, 0.10, 0.12, 0.11, -0.19, 0.11, 0.05, -0.14, 0.06, -0.15, -0.13, 0.13, 0.09, -0.19, 0.09, -0.25, -0.18, 0.09, 0.08, 0.09, -0.16, 0.11, 0.08, -0.17, -0.05, 0.08, -0.06, 0.09, 0.12, 0.08, 0.10, -0.20, 0.13, -0.16, -0.17, -0.22, 0.08, 0.09, 0.09, 0.09, -0.20, 0.12, -0.13, -0.05, -0.19, -0.10, 0.08, 0.12, -0.16, -0.03, 0.08, 0.11, 0.13, 0.06, 0.07, -0.06, 0.09, 0.08, 0.08, 0.12, 0.10, 0.06, -0.19, -0.26, 0.09, 0.11, -0.20, 0.12, 0.11, -0.18], "multiplicity": 6, "s_squared": 8.75, "homo_lumo_gap_ev": [7.7, 7.8], "charge": 0, "e_lumo_ev": [0.353, 0.352], "homo_ev": [-7.37, -7.47]}

Entry 4:
{"formula": "C3H6N4O", "method": "the ωB97M-V functional and the def2-TZVPD basis", "symbols": ["N", "N", "H", "C", "C", "O", "C", "H", "N", "N", "H", "H", "H", "H"], "coordinates": [[0.61543, -1.42384, 0.65090], [0.77999, 1.21678, -0.85049], [0.98397, -2.32009, 1.38573], [-0.67502, 1.08874, 0.97350], [-0.52350, -0.87400, -1.13496], [-1.61400, 0.42788, 0.45262], [0.28950, 0.27273, -1.47983], [-0.90494, 1.53456, 1.95758], [-0.32495, -1.61826, -0.19346], [0.59054, 1.16182, 0.43351], [-1.39750, -1.12018, -1.65710], [0.43505, 0.11686, -2.51731], [0.65935, -0.43693, 0.99877], [1.08607, 1.97393, 0.98054]], "nbo_charge": [-0.66, -0.24, 0.37, 0.44, -0.05, -0.56, 0.05, 0.16, -0.21, -0.46, 0.21, 0.19, 0.36, 0.39], "homo_lumo_gap_ev": 8.5, "charge": 0, "e_lumo_ev": 0.603, "homo_ev": -7.85}

Per-record energy relative to the best compared isomer or geometry (same formula, charge and spin), kJ/mol: 83.7; 320.2; 86.7; 574.8
Per-record M, g mol⁻¹: 101.1; 103.1; 1106.2; 114.1